(1)
Formula: C30H39Ge2N3O8S3W
Source: the OMol25 dataset
Level of theory: ωB97M-V with the def2-TZVPD basis set

```
86
Properties=species:S:1:pos:R:3:forces:R:3:mulliken_charge:R:1
W 0.38129 0.34744 0.00634 4.29 -1.62 1.75 -1.569
O -1.92132 -2.56896 -1.22195 0.68 -0.36 -0.35 -0.545
C -0.84169 -2.04561 -1.30488 -0.80 0.24 0.27 -0.210
O -0.20961 -1.51578 -0.25724 -0.31 -1.02 0.55 -0.414
C -0.03482 -1.80910 -2.54662 0.11 -0.01 -0.51 1.031
C 0.42942 -2.76333 -3.43667 0.06 0.72 0.13 -0.120
C 1.42459 -2.38633 -4.34982 -0.53 0.77 0.94 -0.764
C 2.05024 -1.15380 -4.29575 0.21 0.28 0.29 -0.505
C 1.62176 -0.20305 -3.35785 -2.36 -2.36 -0.51 -0.597
C 0.44679 -0.50018 -2.61080 0.66 0.68 0.33 -0.037
O -0.11796 0.42171 -1.78747 -0.02 -0.66 -2.66 -0.383
N 2.40320 0.84938 -2.95131 2.17 3.60 2.80 0.970
O 2.10462 1.36572 -1.77860 1.68 -0.85 -3.61 -0.403
O 3.41377 1.21086 -3.57345 -2.19 -0.80 0.93 -0.643
N 1.91085 -3.38043 -5.26690 0.44 -0.69 -0.66 1.047
O 1.42465 -4.49028 -5.20412 -0.12 -0.06 0.04 -0.614
O 2.78914 -3.05787 -6.03944 0.12 0.16 -0.09 -0.628
H 0.06693 -3.77627 -3.41308 -0.03 -0.15 0.01 0.645
H 2.91495 -0.94053 -4.90575 0.03 -0.08 -0.08 0.630
C -0.19497 3.39327 -1.03001 -0.02 0.16 -0.06 -1.199
C 0.22281 3.80193 0.38009 0.15 -0.74 0.02 -0.638
Ge -0.03843 2.19896 1.63260 -0.83 3.24 2.04 2.120
C 0.76912 2.70441 3.45382 0.04 -0.71 -0.74 -0.488
C 0.90548 4.20461 3.66405 -0.17 -0.31 -0.27 -1.277
C -1.94024 2.50512 2.08339 0.29 -0.82 -0.61 -1.480
C -2.89625 1.77895 1.48977 1.44 -0.07 -0.46 1.043
Ge -2.12898 0.30913 0.29311 -3.44 0.32 1.41 1.589
C -3.17255 0.36242 -1.53283 0.89 -0.07 0.56 -0.747
C -4.27541 -0.62124 -1.90228 0.14 -0.13 0.25 -1.188
C -2.42257 -1.21982 1.67815 0.44 0.10 -0.37 -0.530
C -3.66145 -2.10347 1.58416 0.12 0.24 -0.21 -1.206
C -4.31557 1.85802 1.81967 -0.50 -0.11 0.02 0.571
C -5.19748 0.97611 1.19934 0.19 0.23 0.10 0.734
C -6.54248 0.96586 1.51583 -0.14 -0.03 -0.04 -1.021
C -7.03511 1.84992 2.46196 -0.05 -0.13 -0.08 -0.501
C -6.16907 2.72786 3.09559 0.02 0.10 0.01 -0.760
C -4.82350 2.73708 2.78042 -0.06 -0.10 -0.10 -0.662
H -0.26693 4.26366 -1.68008 -0.04 0.05 -0.21 0.612
H -1.18401 2.90747 -1.03296 0.24 0.06 -0.10 0.159
H 0.56667 2.73644 -1.47713 -0.45 0.28 0.06 0.348
H -0.40030 4.62401 0.73194 -0.06 -0.13 0.23 0.509
H 1.25851 4.14315 0.37186 0.06 -0.07 0.11 0.430
H 1.74271 2.23685 3.58456 -0.07 -0.05 0.06 0.126
H 0.09657 2.28721 4.20507 -0.04 -0.14 -0.07 0.473
H 1.59778 4.62782 2.94293 0.09 0.20 -0.06 0.284
H 1.28250 4.39033 4.66698 0.05 0.16 0.10 0.416
H -0.05661 4.69837 3.55938 -0.10 0.23 -0.01 0.266
H -2.15889 3.23592 2.85014 -0.08 0.19 0.23 0.172
H -2.38096 0.26726 -2.27954 -0.04 0.15 0.04 0.446
H -3.55911 1.38264 -1.59740 0.18 0.06 0.13 0.733
H -3.98027 -1.63733 -1.66463 -0.11 -0.14 -0.02 0.223
H -4.45287 -0.56725 -2.97657 -0.07 0.01 -0.06 0.373
H -5.21641 -0.40140 -1.40683 -0.11 -0.01 0.08 0.338
H -2.41734 -0.72105 2.65382 0.09 0.21 -0.22 0.533
H -1.53598 -1.86130 1.63592 -0.15 0.18 -0.01 0.231
H -4.56750 -1.51071 1.66814 -0.16 -0.10 0.00 0.277
H -3.65345 -2.82333 2.40293 -0.03 -0.06 0.05 0.395
H -3.66945 -2.65402 0.64754 -0.11 -0.07 -0.07 0.223
H -4.78382 0.29462 0.47170 -0.22 -0.06 -0.03 -0.416
H -7.20170 0.26476 1.02471 -0.10 -0.04 -0.03 0.402
H -8.08648 1.85106 2.70611 -0.10 -0.01 0.05 0.385
H -6.55020 3.41032 3.84114 -0.02 0.07 0.07 0.406
H -4.16416 3.42280 3.28973 0.05 0.06 0.04 0.404
S 3.68131 0.11800 3.43516 -0.07 -0.09 -0.08 -0.148
C 2.52628 0.23118 2.28785 -0.03 0.24 -0.12 0.476
S 1.07848 -0.75947 2.24183 -0.15 0.76 -1.31 -0.426
S 2.62327 1.36183 0.94879 -1.17 -0.57 0.44 -0.262
O 2.31841 -1.14215 -0.59514 1.07 -0.81 -0.57 0.247
C 3.39344 -1.55754 -1.06557 -1.43 1.07 0.26 -0.860
C 4.57343 -0.67577 -1.30596 0.39 0.19 0.10 -0.172
C 5.71838 -1.28778 -0.46270 0.07 0.09 0.17 -1.057
C 5.25582 -1.98936 0.83539 0.10 -0.12 -0.04 0.630
C 4.85785 -3.47244 0.71007 -0.28 0.11 0.08 -0.980
C 3.51797 -3.67523 -0.00848 0.17 -0.21 0.43 -0.394
N 3.58757 -2.88845 -1.23434 -0.14 -0.45 -0.71 0.091
H 4.33983 0.33477 -0.96118 -0.07 -0.20 -0.11 0.279
H 4.85420 -0.61877 -2.35992 -0.03 -0.08 -0.03 0.335
H 6.39245 -0.47683 -0.18266 0.04 -0.04 -0.11 0.450
H 6.29259 -1.99228 -1.06917 0.09 0.02 0.01 0.379
H 4.42814 -1.42779 1.27423 0.05 0.01 0.09 -0.790
H 6.07511 -1.93205 1.55472 -0.06 0.04 -0.01 0.523
H 4.79553 -3.91075 1.70747 0.07 -0.07 0.00 0.433
H 5.63601 -4.00351 0.15512 0.08 -0.10 0.05 0.307
H 2.68524 -3.29571 0.58851 0.04 -0.09 -0.08 0.051
H 3.34244 -4.72408 -0.25037 -0.07 0.05 0.06 0.442
H 4.42780 -3.11683 -1.75457 0.02 0.22 0.13 0.446
```
Forces are in eV/Å.

Computed properties:
Charge   0
2S+1   1
E   -7347.95874 Eh
F_max   5.052 eV/Å
HOMO-LUMO gap   0.2020 Ha

(2)
Formula: C30H39N9O6SbZr
Source: the OMol25 dataset
Level of theory: ωB97M-V with the def2-TZVPD basis set

```
86
Properties=species:S:1:pos:R:3:forces:R:3:mulliken_charge:R:1
Zr -1.33168 -0.63697 -0.33464 -0.23 0.89 0.89 0.794
O -5.24934 -0.94191 -2.28810 -0.01 0.08 0.13 -0.399
C -4.03193 -0.70905 -1.92956 0.04 0.01 -0.23 0.148
O -3.60658 -0.72029 -0.77282 0.10 -0.17 -0.17 -0.463
C -3.08071 -0.41437 -3.04426 -0.05 0.04 0.01 0.556
C -3.39480 -0.39843 -4.39098 -0.03 0.03 0.03 -0.811
C -2.37216 -0.12055 -5.29010 0.09 0.02 -0.01 -0.814
C -1.08701 0.12512 -4.81296 -0.13 0.03 -0.06 -1.222
C -0.87299 0.09202 -3.44736 0.20 0.03 0.09 0.827
N -1.85467 -0.17057 -2.57794 0.05 -0.17 -0.25 -0.025
C 0.43501 0.27108 -2.73025 -0.37 0.07 -0.13 0.405
O 1.54273 0.57137 -3.33004 0.08 0.00 0.02 -0.389
O 0.42054 0.11357 -1.51095 0.27 -0.16 -0.46 1.036
H -5.83612 -1.11579 -1.52738 -0.02 -0.02 -0.02 0.446
H -4.40502 -0.59770 -4.72221 0.00 0.00 0.00 0.607
H -2.56917 -0.09932 -6.35404 -0.01 0.00 0.00 0.507
H -0.28754 0.33348 -5.51228 0.00 0.00 0.00 0.437
H 1.47199 0.73972 -4.28215 -0.01 -0.02 0.00 0.328
O 0.29574 -1.14779 0.85683 0.20 -0.30 -0.31 -0.017
N 1.05996 -2.11290 0.47930 0.08 -0.11 0.16 -0.925
N 0.61312 -2.76362 -0.49300 -0.01 -0.39 -0.22 1.393
O -0.56510 -2.40473 -1.05283 0.40 0.01 0.24 -0.700
C 1.30384 -3.92777 -1.01675 -0.17 0.24 0.06 0.653
C 2.38646 -4.43318 -0.31137 0.04 -0.09 -0.05 -0.394
C 3.03304 -5.53971 -0.83486 0.00 0.02 0.03 -0.695
C 2.59758 -6.11594 -2.02283 0.01 -0.01 0.00 -0.565
C 1.50927 -5.58896 -2.70218 -0.03 0.03 0.00 -0.803
C 0.84587 -4.47726 -2.20223 0.07 -0.10 -0.04 -0.279
H 2.71414 -3.98515 0.61490 -0.01 0.01 0.00 0.493
H 3.87865 -5.95708 -0.30621 0.00 -0.01 0.00 0.435
H 3.10941 -6.98299 -2.41720 0.00 0.00 0.00 0.435
H 1.17334 -6.04165 -3.62464 0.00 0.00 0.00 0.412
H 0.00002 -4.05749 -2.72589 -0.01 0.01 0.01 0.408
N -2.41179 -4.02527 0.45083 -0.11 -0.01 -0.07 -0.222
C -2.57720 -3.20825 1.49706 0.08 -0.06 0.01 0.439
N -3.02212 -3.76388 2.60742 0.02 0.03 -0.04 -0.738
C -3.18354 -2.96094 3.65750 -0.02 0.02 0.06 0.239
N -3.58198 -3.47551 4.80370 0.00 0.00 -0.01 -0.299
N -2.97083 -1.61155 3.62094 0.02 -0.06 -0.02 -0.710
C -2.55165 -1.14738 2.48924 0.00 0.01 0.02 -0.207
N -2.29509 -1.87085 1.36212 -0.13 0.29 0.07 0.515
C -2.39216 0.33432 2.40755 -0.05 -0.08 0.02 1.204
C -2.63632 1.12849 3.51038 -0.05 0.08 -0.02 -0.946
C -2.61501 2.50690 3.35422 -0.01 -0.01 0.03 -0.588
C -2.35307 3.04536 2.10268 -0.02 0.00 -0.02 -0.989
C -2.05789 2.18962 1.06417 -0.06 -0.05 -0.05 -0.027
N -2.06730 0.85304 1.20792 -0.18 -0.15 0.19 0.581
H -2.61954 -5.00062 0.59686 0.01 0.00 0.02 0.285
H -1.97499 -3.73791 -0.40495 0.05 0.00 0.02 0.114
H -3.75609 -4.46526 4.87819 0.00 0.00 0.00 0.271
H -3.71826 -2.88175 5.60527 0.00 0.00 0.00 0.253
H -2.86962 0.66160 4.45494 0.00 0.00 0.00 0.643
H -2.81684 3.15344 4.19827 0.00 0.00 0.00 0.513
H -2.35149 4.11262 1.93410 -0.01 0.00 0.00 0.565
H -1.79622 2.57511 0.08723 0.00 0.00 0.01 0.369
C 2.06522 2.70887 3.53393 -0.02 -0.03 -0.02 -1.356
C 1.92402 3.40223 2.18188 0.12 0.19 0.14 0.270
C 0.88542 4.52285 2.26365 -0.02 -0.01 -0.01 -1.338
Sb 1.43646 2.03777 0.59678 -0.34 -0.12 0.05 -0.206
C 3.23191 0.88269 0.30701 0.15 -0.12 -0.02 0.900
C 4.43696 1.73560 -0.08238 0.00 0.02 0.00 -1.469
C 3.56581 -0.00323 1.50558 -0.03 -0.02 0.06 -1.638
C 1.60689 3.31685 -1.14221 0.04 0.05 -0.21 0.517
C 2.42638 4.59138 -0.94063 0.00 0.01 0.03 -1.570
C 0.23634 3.64665 -1.73169 -0.04 0.00 -0.01 -1.150
H 2.37701 3.42772 4.29464 -0.02 0.02 -0.01 0.419
H 2.79698 1.90368 3.53059 0.02 0.01 -0.01 0.234
H 1.10669 2.29141 3.85555 0.01 -0.03 0.01 0.270
H 2.88865 3.82076 1.88279 -0.01 0.01 0.00 0.496
H 0.01850 4.18481 2.83590 0.01 0.01 -0.03 0.275
H 0.53430 4.87190 1.28998 0.02 0.00 0.01 0.278
H 1.29369 5.38987 2.78595 0.02 -0.02 0.03 0.437
H 2.96426 0.23917 -0.53925 0.01 0.01 0.00 0.057
H 4.70588 2.43022 0.71630 0.00 0.01 0.00 0.317
H 4.27873 2.31015 -0.99481 -0.02 0.00 0.00 0.344
H 5.30647 1.09512 -0.25004 -0.01 -0.01 0.01 0.458
H 3.96446 0.58852 2.32938 0.00 0.01 0.00 0.428
H 4.34491 -0.71909 1.23270 0.00 0.00 -0.01 0.413
H 2.70967 -0.56646 1.88228 0.01 0.04 -0.01 0.292
H 2.14473 2.67662 -1.85075 0.00 0.00 0.03 0.426
H 1.88683 5.32286 -0.33835 0.02 -0.01 0.01 0.354
H 2.63504 5.06270 -1.90410 -0.03 0.00 -0.01 0.446
H 3.38560 4.40499 -0.46008 0.00 -0.02 0.00 0.335
H -0.32660 4.31705 -1.07646 0.00 -0.01 0.00 0.322
H -0.38533 2.75280 -1.88844 0.00 0.00 0.01 -0.104
H 0.32724 4.15700 -2.69440 0.02 0.01 0.01 0.458
```
Forces are in eV/Å.

Computed properties:
Charge   +3
2S+1   1
E   -2397.38505 Eh
F_max   1.278 eV/Å
HOMO-LUMO gap   0.1688 Ha

Among the records above, which one has the lowest E? C30H39Ge2N3O8S3W

What is the HOMO-LUMO gap in the second record? 0.1688 Ha

The lowest E belongs to which entry? C30H39Ge2N3O8S3W